99
Properties=species:S:1:pos:R:3:forces:R:3:lowdin_charge:R:1 method="wB97M-V/def2-TZVPD" e_lumo_ev="0.1 / 0.1" charge=-1 fmax_ev_per_a=4.2
Zr 0.316 -0.269 -0.090 0.57 1.07 0.28 1.81
I 5.013 7.855 1.158 -0.90 -0.37 -0.25 0.75
C 3.476 6.345 0.984 0.13 -0.33 0.83 -0.63
C 3.993 5.026 1.105 -3.90 1.42 -0.53 -0.13
C 3.031 4.001 1.093 -0.56 2.57 0.63 -0.04
C 1.650 4.327 1.164 0.03 -0.55 -0.47 -0.15
C 1.164 5.647 0.985 0.57 -1.70 0.26 -0.03
C 2.067 6.674 0.940 2.29 0.54 -1.38 -0.12
C 0.741 3.156 1.232 0.21 -2.88 0.31 -0.06
C 1.193 2.006 1.972 -0.27 0.06 -0.47 -0.23
C 2.191 2.093 2.971 1.32 -0.16 1.67 -0.02
C 2.378 0.846 3.521 -0.05 1.94 0.59 0.01
C 1.493 -0.014 2.868 -1.43 -1.91 0.39 -0.25
C 1.338 -1.391 3.231 -1.18 0.69 -2.70 -0.03
C 2.205 -2.025 4.244 -0.75 0.22 0.54 -0.21
C 3.590 -2.069 4.109 0.73 1.07 -0.41 -0.01
C 4.391 -2.540 5.165 -1.02 -0.06 0.14 -0.12
C 3.712 -2.975 6.327 1.58 0.13 -1.69 -0.78
I 4.833 -3.496 7.964 0.35 -0.28 0.58 0.88
C 2.347 -3.063 6.365 -0.76 -0.54 2.98 -0.18
C 1.563 -2.552 5.387 1.63 0.41 -1.71 -0.04
C 0.458 -2.276 2.477 1.65 0.36 1.27 -0.22
N -0.204 -1.998 1.319 -0.10 -1.22 -0.03 0.01
C -0.674 -3.253 0.859 -0.27 1.45 -0.95 -0.20
C -1.340 -3.404 -0.395 1.58 1.28 0.44 -0.05
C -1.456 -4.736 -0.996 0.70 -0.60 -1.71 -0.18
C -2.205 -5.701 -0.366 -1.02 0.06 1.00 -0.06
C -2.499 -6.906 -0.981 1.50 -0.90 0.18 -0.14
C -1.725 -7.251 -2.107 -2.11 -0.56 0.59 -0.74
I -1.657 -9.283 -2.621 -0.11 0.16 -0.25 0.83
C -1.096 -6.290 -2.843 1.90 0.46 -0.83 -0.15
C -0.873 -5.048 -2.277 -1.82 0.43 2.04 0.01
C -1.752 -2.296 -1.171 -0.61 -0.97 -0.03 -0.25
C -2.580 -2.431 -2.350 -0.09 3.00 -0.18 0.05
C -3.056 -1.133 -2.625 0.95 -2.21 2.29 0.03
C -2.560 -0.277 -1.582 0.51 -0.54 -0.22 -0.24
N -1.681 -0.984 -0.766 -0.67 0.24 -0.71 -0.02
C -2.901 1.063 -1.371 -0.23 1.87 -0.79 -0.05
C -2.134 1.952 -0.601 0.20 0.72 0.75 -0.20
C -2.544 3.326 -0.246 1.37 -0.88 0.34 0.02
C -1.499 3.913 0.413 -0.43 -1.96 -1.15 0.00
C -0.454 2.935 0.518 -0.76 -0.61 -0.56 -0.21
N -0.876 1.699 -0.047 -0.30 1.63 0.21 -0.01
C -4.176 1.691 -1.998 0.15 -2.31 1.02 -0.14
C -5.359 0.934 -1.720 1.62 1.21 -0.65 -0.02
C -6.580 1.482 -2.005 -1.59 0.47 0.64 -0.15
C -6.661 2.815 -2.424 0.94 0.53 -1.33 -0.71
I -8.519 3.699 -2.921 0.29 -0.25 0.31 0.81
C -5.506 3.531 -2.812 -0.02 -0.65 0.15 -0.13
C -4.249 2.914 -2.647 -0.03 0.36 0.54 -0.05
C -0.307 -4.279 1.765 1.10 0.19 0.39 0.00
C 0.438 -3.690 2.776 -1.65 -0.45 -0.72 0.02
N 0.703 0.694 1.961 1.04 0.04 -0.83 0.00
H 5.004 4.808 1.187 1.67 -0.18 -0.04 0.07
H 3.374 3.013 1.148 0.14 -1.20 -0.23 0.10
H 0.096 5.723 0.832 0.28 0.66 0.12 0.09
H 1.791 7.679 0.575 0.08 -0.53 0.79 0.11
H 2.693 2.996 3.353 -0.52 -0.54 -0.43 0.13
H 2.871 0.656 4.463 0.37 -0.22 -0.30 0.12
H 4.037 -1.558 3.204 -0.42 -1.04 1.00 0.15
H 5.482 -2.559 5.084 -0.49 0.10 0.12 0.10
H 1.890 -3.428 7.324 0.35 0.28 -1.12 0.11
H 0.517 -2.561 5.452 -1.28 0.09 0.12 0.11
H -2.548 -5.470 0.663 -0.29 -0.25 -0.92 0.13
H -3.124 -7.659 -0.503 0.24 0.21 -0.01 0.09
H -0.612 -6.503 -3.810 -0.27 -0.07 0.65 0.12
H -0.321 -4.280 -2.751 0.63 0.51 -0.67 0.10
H -2.770 -3.262 -2.998 -0.02 -0.50 0.29 0.11
H -3.835 -0.914 -3.285 -0.70 0.54 -1.13 0.09
H -3.509 3.746 -0.375 -0.61 0.16 -0.18 0.10
H -1.511 4.799 0.969 -0.12 1.16 0.32 0.09
H -5.185 -0.037 -1.294 -0.46 -0.26 0.19 0.11
H -7.534 0.978 -1.772 0.72 0.06 -0.20 0.10
H -5.561 4.542 -3.239 -0.10 -0.57 0.21 0.10
H -3.301 3.402 -2.906 -0.68 0.01 0.03 0.11
H -0.448 -5.332 1.552 -0.10 0.16 0.34 0.11
H 0.761 -4.192 3.686 0.25 0.28 -0.52 0.11
F -1.393 5.356 -4.375 0.15 -0.04 0.00 0.09
C -0.473 4.473 -3.953 -0.56 -2.01 1.01 -0.13
C -0.744 3.057 -4.065 0.17 2.21 0.04 -0.15
F -1.898 2.654 -4.623 0.39 0.05 -0.39 0.09
C 0.095 2.154 -3.466 -0.05 -1.75 0.30 -0.22
F -0.159 0.807 -3.643 -0.12 1.41 0.29 0.05
C 1.137 2.504 -2.598 -0.36 2.31 -1.52 -0.60
S 1.998 1.456 -1.619 0.86 -1.59 1.31 0.72
C 1.441 3.899 -2.631 -0.02 -1.26 1.59 -0.22
F 2.471 4.351 -1.883 -0.32 -0.08 -0.26 0.06
C 0.554 4.842 -3.080 -0.46 0.52 -1.01 -0.16
F 0.673 6.109 -2.634 0.03 -0.18 -0.59 0.10
O 5.069 -3.618 -2.406 0.23 0.08 -0.97 0.14
C 4.125 -3.101 -1.895 -1.26 -1.04 2.30 -0.22
C 2.591 -3.141 -2.261 1.14 -0.05 -1.68 -0.29
O 2.129 -3.763 -3.187 -0.27 -0.70 -0.54 0.09
C 1.934 -2.182 -1.441 1.82 0.04 -0.27 -0.32
C 2.808 -1.843 -0.416 -1.21 0.42 -0.49 -0.32
O 2.420 -0.937 0.394 -0.86 1.00 1.02 -0.16
C 4.084 -2.530 -0.467 1.02 0.53 1.38 -0.25
O 4.885 -2.585 0.473 -0.72 -0.15 -1.69 0.08
O 0.838 -1.541 -1.692 -0.56 -0.31 0.98 -0.19